The following is a DFT calculation (ωB97M-V/def2-TZVPD) of C35H50AsBN5PbS3Si3 as an isolated structure.

HOMO ... -4.85 eV
LUMO ... 2.21 eV
Energy relative to the best compared isomer or geometry (same formula, charge and spin) ... 0.0 kJ/mol
Net charge ... -1
Kohn-Sham gap ... 7.1 eV

Geometry (Å):
Pb  -0.0912  -0.0894  0.1437
C  -3.3347  1.1310  -3.1641
C  -2.1648  0.9338  -2.4068
N  -2.1946  0.4981  -1.1758
C  -3.3743  0.1814  -0.5809
C  -4.6006  0.3977  -1.2464
C  -4.5387  0.8952  -2.5692
C  -5.8212  0.0748  -0.6096
C  -5.7733  -0.5236  0.6169
C  -4.5561  -0.7913  1.2740
C  -3.3234  -0.4388  0.7275
N  -2.0842  -0.7139  1.2487
C  -1.8911  -1.4795  2.3890
C  -2.6506  -1.4564  3.5408
C  -2.4364  -2.3786  4.5925
C  -1.4833  -3.3494  4.5065
C  -0.6085  -3.3510  3.3902
C  0.4443  -4.2807  3.2262
C  1.3062  -4.1657  2.1724
C  1.1484  -3.0849  1.2848
N  0.1492  -2.2423  1.3891
C  -0.7609  -2.3725  2.3885
H  -3.2572  1.4623  -4.1923
H  -1.1859  1.1473  -2.8304
H  -5.4689  1.0713  -3.1007
H  -6.7614  0.2655  -1.1158
H  -6.6988  -0.8133  1.1045
H  -4.5930  -1.3329  2.2053
H  -3.4159  -0.7016  3.6634
H  -3.0648  -2.3176  5.4741
H  -1.3527  -4.0897  5.2897
H  0.5624  -5.0731  3.9578
H  2.1133  -4.8722  2.0222
H  1.8571  -2.9101  0.4785
S  0.1414  -0.7517  -4.6464
C  0.8276  -1.2172  -3.2027
S  2.4883  -0.5883  -3.1363
S  0.2076  -2.1740  -1.9681
C  3.5703  0.8691  -0.4695
C  3.7276  -0.6101  -0.6727
C  4.3730  -1.5287  0.1053
C  4.2575  -2.8086  -0.5286
C  3.5502  -2.6475  -1.6873
C  3.1957  -3.6390  -2.7454
N  3.2051  -1.3011  -1.7718
H  4.5456  1.3581  -0.4284
H  3.0519  1.0753  0.4671
H  2.9999  1.3194  -1.2836
H  4.8803  -1.3123  1.0354
H  4.6558  -3.7440  -0.1578
H  3.7629  -4.5561  -2.5814
H  3.4348  -3.2549  -3.7388
H  2.1313  -3.8821  -2.7319
B  2.1900  0.0778  4.5599
C  1.3269  0.4457  3.2951
N  0.7305  0.6972  2.3356
H  3.2111  0.7428  4.5040
H  2.4304  -1.1145  4.4592
H  1.5521  0.3244  5.5656
C  1.2260  4.0921  3.5640
Si  1.2916  4.7557  1.8221
C  3.0366  4.6190  1.1554
C  0.9629  6.6002  1.9740
As  -0.0807  3.4258  0.4236
Si  -0.0925  4.7814  -1.5101
C  0.1609  6.6387  -1.3599
C  1.3648  4.1160  -2.4877
C  -1.6245  4.6171  -2.5755
Si  -2.1727  3.8470  1.4164
C  -2.4253  2.5806  2.7707
C  -2.4156  5.5397  2.2038
C  -3.5547  3.7346  0.1480
H  2.0713  4.4706  4.1502
H  1.2733  3.0028  3.5750
H  0.3005  4.3936  4.0688
H  3.7203  5.2783  1.7004
H  3.0786  4.8905  0.0951
H  3.3983  3.5895  1.2513
H  1.6351  7.0063  2.7392
H  -0.0651  6.8155  2.2793
H  1.1520  7.1352  1.0397
H  1.1854  6.8860  -1.0623
H  -0.5206  7.0855  -0.6266
H  -0.0332  7.1062  -2.3317
H  2.2549  4.0624  -1.8519
H  1.6073  4.7430  -3.3526
H  1.1612  3.0992  -2.8462
H  -2.4414  5.2438  -2.1991
H  -1.9897  3.5896  -2.6080
H  -1.3968  4.9282  -3.6022
H  -1.9505  2.9065  3.7034
H  -1.9723  1.6215  2.4977
H  -3.4915  2.4126  2.9612
H  -1.7738  5.6770  3.0816
H  -3.4587  5.6400  2.5272
H  -2.1993  6.3469  1.4944
H  -3.2962  3.0715  -0.6837
H  -3.7782  4.7219  -0.2698
H  -4.4680  3.3405  0.6093

Calculated atomic charges, method Mulliken, unit e: 0.5446, -0.8688, -0.6632, 0.7825, -0.3917, 1.4907, -0.8770, -1.0305, -1.0309, -0.8536, 0.1270, 0.6228, -0.3329, -0.5527, -1.1975, -0.9574, 1.1534, -0.8498, -1.0799, 0.1091, 0.2683, 0.4280, 0.4674, 0.6460, 0.3854, 0.3940, 0.3906, 0.7342, 0.5773, 0.3748, 0.3731, 0.4202, 0.4654, 0.1991, -0.3066, 0.2380, -0.1501, -0.4464, -0.6608, 0.3579, -0.6106, -1.1222, 1.0224, -1.5298, 0.0974, 0.4666, -0.0775, 0.1877, 0.4776, 0.4215, 0.3923, 0.3479, 0.2689, 0.6792, -0.5200, -0.2820, -0.2052, -0.1871, -0.2293, -0.5164, 0.1756, -1.0422, -1.0483, 0.3538, 0.3557, -1.1696, -0.9102, -0.9625, 0.3263, -0.4619, -1.1867, -0.6772, 0.4014, -0.1946, 0.2394, 0.4055, 0.2719, 0.1667, 0.3759, 0.2610, 0.3050, 0.2885, 0.3126, 0.3899, 0.1617, 0.4208, 0.1793, 0.2642, 0.0844, 0.4451, 0.4211, -0.2429, 0.3888, 0.2675, 0.4135, 0.2364, -0.2081, 0.3833, 0.4273